A cluster of 5 separate species, C40H37N3O4 in total, computed with ωB97M-V with the def2-TZVPD basis set.

Geometry as XYZ:
```
84
Properties=species:S:1:pos:R:3:mulliken_charge:R:1
O -33.618 22.928 15.373 -0.63
O -28.316 23.165 14.066 -0.59
O -21.090 31.776 16.150 -0.50
O -24.999 28.078 16.928 -0.53
N -25.383 25.515 21.898 -0.34
N -22.268 22.466 18.082 -0.47
N -25.132 23.762 25.046 -0.42
C -23.187 28.858 15.612 0.18
C -24.753 30.258 18.800 -0.40
C -29.223 24.965 15.997 -0.66
C -24.171 28.993 16.700 0.40
C -31.920 22.736 13.633 0.59
C -21.957 31.002 16.282 0.32
C -23.917 30.108 17.700 0.38
C -20.774 26.095 24.588 -1.16
C -21.480 23.068 17.488 0.18
C -20.864 23.987 15.207 0.21
C -31.833 24.728 16.863 -0.32
C -32.460 21.956 11.407 -0.32
C -21.594 22.860 14.425 -1.31
C -29.712 25.788 17.059 -0.25
C -24.491 31.345 19.667 -0.31
C -23.137 27.680 14.851 -0.44
C -21.866 25.025 24.938 -0.48
C -23.420 32.272 19.571 -0.76
C -30.969 25.592 17.541 -0.83
C -25.392 25.624 20.788 0.04
C -22.092 29.751 15.421 0.70
C -32.953 22.355 12.695 -0.75
C -30.542 22.832 13.290 0.09
C -20.521 23.807 16.681 -0.32
C -25.012 24.499 18.598 -0.49
C -30.204 22.513 11.992 -0.35
C -32.433 23.076 15.016 0.35
C -22.604 32.099 18.415 -0.38
C -22.182 27.470 13.884 -0.75
C -24.304 24.490 24.783 0.16
C -31.163 22.109 11.023 -0.69
C -21.120 29.611 14.432 -0.71
C -23.199 25.475 24.464 -0.21
C -31.432 23.935 15.798 0.15
C -25.448 25.760 19.327 0.50
C -25.012 24.788 17.099 -0.73
C -21.125 28.402 13.678 -0.49
C -29.485 23.262 14.240 0.33
C -30.099 24.022 15.397 0.60
C -22.897 31.052 17.468 0.41
H -21.161 21.861 14.371 0.38
H -25.529 29.529 18.979 0.60
H -21.455 24.886 15.031 -0.30
H -26.453 25.996 18.978 -0.04
H -20.263 30.239 14.240 0.42
H -28.196 25.006 15.664 0.46
H -24.094 24.221 19.114 0.36
H -21.561 23.140 13.372 0.42
H -25.777 23.746 18.791 0.30
H -30.805 21.723 10.080 0.36
H -31.385 26.265 18.276 0.35
H -22.640 22.750 14.713 0.26
H -25.831 25.407 16.733 0.21
H -29.039 26.457 17.576 0.37
H -33.172 21.528 10.717 0.38
H -32.872 24.572 17.115 0.49
H -21.787 24.682 25.970 0.42
H -25.060 23.863 16.525 0.49
H -23.133 25.458 23.376 0.14
H -19.518 23.402 16.813 0.36
H -20.647 26.025 23.507 0.29
H -22.181 26.537 13.340 0.56
H -19.801 25.864 25.022 0.35
H -19.962 24.033 14.596 0.37
H -34.011 22.353 12.909 0.44
H -24.899 26.662 19.055 -0.23
H -20.543 24.785 17.161 0.22
H -21.856 32.865 18.274 0.47
H -24.081 25.320 16.906 -0.03
H -21.560 24.144 24.375 0.27
H -23.841 26.875 15.007 0.51
H -25.082 31.294 20.570 0.40
H -23.133 32.967 20.347 0.45
H -20.274 28.202 13.043 0.42
H -23.452 26.453 24.874 0.32
H -29.173 22.504 11.670 0.43
H -21.007 27.100 24.940 0.33
```

## Properties
- Frontier orbital gap (spin up / spin down): 5.272 / 1.916 eV
- Net charge: +1
- HOMO energy (spin up / spin down): -0.404 / -0.404 Eh
- Multiplicity: 2

---

A structure of composition C40H38AlN5SSb2, computed with ωB97M-V with the def2-TZVPD basis set.

Geometry as XYZ:
```
87
Properties=species:S:1:pos:R:3:mulliken_charge:R:1
Sb 1.236 0.874 -0.073 0.54
Sb -1.241 1.140 1.038 -0.03
S 0.778 -0.917 4.066 -0.66
Al -0.324 -1.365 2.024 -0.31
N 2.935 -2.445 4.225 -0.33
N -0.030 -3.183 2.710 1.16
N 1.163 -3.467 3.217 -1.64
N -2.247 -2.070 2.302 0.62
N 0.998 -1.081 0.771 0.95
C 1.516 -3.327 -0.038 0.13
C -2.823 -1.982 -1.899 -0.87
C -4.095 4.445 0.258 -0.47
C -0.106 0.647 -2.817 -0.78
C 2.437 -4.295 -0.393 -0.90
C 4.219 -2.754 0.030 -0.93
C -0.964 -4.041 2.511 -0.59
C -2.216 -1.266 -0.876 0.78
C -4.633 -3.474 2.088 -0.31
C 1.921 -2.053 0.397 -0.11
C 3.799 -4.019 -0.358 -0.72
C -3.428 -4.144 2.087 -1.03
C 3.300 -1.788 0.405 -0.13
C -3.255 0.745 -1.614 -0.49
C 2.758 3.566 -0.873 -0.33
C -2.412 0.097 -0.716 0.71
C 0.867 -0.006 -2.066 1.27
C -2.246 -3.428 2.252 0.73
C 1.199 2.814 2.289 -0.24
C -4.629 -2.089 2.237 -0.95
C 1.673 -2.389 3.789 0.80
C 1.521 -1.100 -2.628 -0.36
C 4.866 3.715 -2.020 -0.58
C 3.813 4.328 -1.356 -0.81
C -3.885 0.039 -2.633 -0.76
C -3.670 -1.323 -2.777 -0.71
C -2.002 5.150 -0.683 -0.70
C 0.170 -0.922 -4.615 -0.83
C -0.463 0.188 -4.075 -0.42
C 4.846 2.342 -2.219 -0.78
C 2.101 1.671 1.812 -1.20
C -1.425 3.950 -0.289 -0.08
C 3.782 1.586 -1.745 -0.24
C -3.419 -1.438 2.299 0.17
C 2.732 2.186 -1.059 0.74
C -0.201 2.351 2.689 -1.36
C 1.171 -1.554 -3.894 -0.81
C -2.170 2.986 0.385 0.01
C -3.511 3.249 0.650 -0.36
C -3.339 5.399 -0.408 -0.62
H 2.173 0.895 2.570 0.50
H 5.277 -2.519 0.030 0.45
H 3.292 -1.698 4.790 0.24
H 3.816 5.402 -1.210 0.43
H 1.694 -2.405 -4.315 0.44
H -0.114 -1.291 -5.592 0.38
H -1.239 0.695 -4.637 0.45
H 0.453 -3.521 -0.132 0.37
H 4.515 -4.777 -0.648 0.38
H 5.702 4.303 -2.377 0.36
H 1.105 3.565 1.496 -0.05
H 3.105 2.038 1.592 0.71
H -3.379 -5.221 1.988 0.47
H -0.838 3.203 2.943 0.62
H -0.382 3.764 -0.521 0.27
H -5.566 -4.010 1.983 0.45
H 5.660 1.860 -2.748 0.42
H -1.407 5.890 -1.203 0.45
H -4.541 0.558 -3.324 0.40
H -3.422 1.814 -1.528 0.21
H 3.771 0.514 -1.917 0.24
H -4.164 -1.869 -3.573 0.38
H 2.306 -1.612 -2.092 0.32
H 2.092 -5.267 -0.725 0.43
H -1.536 -1.784 -0.205 -0.32
H 1.952 4.066 -0.349 0.14
H -0.595 1.527 -2.412 0.17
H -0.152 1.674 3.547 0.36
H -3.364 -0.356 2.350 0.56
H 3.462 -3.297 4.118 0.26
H -5.549 -1.528 2.291 0.45
H -0.824 -5.107 2.644 0.53
H 1.675 3.319 3.140 0.48
H -2.632 -3.044 -2.014 0.47
H -5.140 4.632 0.472 0.41
H -3.794 6.333 -0.715 0.37
H 3.638 -0.801 0.711 0.40
H -4.112 2.506 1.165 0.24
```

## Properties
- Frontier orbital gap: 4.762 eV
- Net charge: 0
- HOMO energy: -0.228 Eh
- Multiplicity: 1

---

Question: Which of these has the highest net charge?
Answer: C40H37N3O4